C10H21Cl2F9N2O10S2 as an isolated structure in a non-equilibrium geometry. Source: the Open Molecules 2025 dataset; level of theory: the ωB97M-V functional and the def2-TZVPD basis.

```
56
Properties=species:S:1:pos:R:3:forces:R:3:mulliken_charge:R:1
N 0.61091 0.68030 0.00722 0.26 0.42 -0.48 0.78
H 0.56057 1.47695 0.63792 -0.37 0.19 0.39 0.36
H 0.17761 0.91029 -0.87701 0.22 0.00 -0.03 0.21
H 0.12660 -0.11488 0.43981 -0.31 -0.58 1.03 -0.22
H 1.60630 0.44178 -0.08715 0.29 -0.36 -0.24 0.46
N 1.48994 -1.37174 2.69640 8.38 -0.53 5.20 -0.31
H 2.13030 -2.14556 2.56319 0.39 0.02 -0.60 0.33
H 1.27278 -1.48317 3.68289 -0.41 0.07 -0.03 0.35
H 0.58884 -1.38543 2.17152 -1.12 -0.05 -0.66 0.22
H 1.85624 -0.41419 2.62323 0.45 -0.88 -0.18 0.30
C 1.12681 3.86114 3.91523 -0.89 -1.15 -0.99 0.45
F 1.83559 3.65290 5.00941 -0.11 0.03 0.58 -0.21
F 0.14088 4.76415 4.16890 0.53 -0.69 0.03 -0.23
F 1.93287 4.39017 3.00962 0.34 0.51 -0.41 -0.23
S 0.46707 2.19180 3.17482 -1.51 -3.19 1.11 1.36
O -0.12963 2.51652 1.89632 -0.29 1.78 -0.49 -0.90
O 1.57800 1.27474 2.98188 0.89 1.98 0.50 -0.83
O -0.50789 1.60684 4.10096 0.77 1.83 0.00 -0.72
C 4.76203 -0.12841 -2.06461 0.93 -1.89 3.23 0.54
F 5.25257 1.09243 -1.88775 -0.88 1.06 -0.68 -0.24
F 3.77561 -0.24853 -2.93506 0.11 0.78 -0.38 -0.21
F 5.82791 -0.83780 -2.47526 -0.18 -0.40 -0.79 -0.25
S 4.30230 -0.88973 -0.32469 0.37 -1.54 1.36 1.12
O 3.14916 -0.12653 0.18770 1.10 0.21 -0.80 -0.76
O 3.97185 -2.27934 -0.61488 0.06 1.04 -0.68 -0.69
O 5.51861 -0.78426 0.50082 -1.16 0.81 -1.40 -0.69
O 0.71976 -4.37370 2.53246 -0.87 1.84 -0.60 -0.93
C -0.46523 -3.82419 2.00525 1.40 -0.72 0.31 -0.80
C -0.56829 -2.43654 1.16493 0.44 -0.56 0.22 -0.28
O -0.35938 -1.19088 1.81213 -7.64 0.50 -3.38 -0.64
H -1.22690 -3.78699 2.79756 -0.50 0.48 0.20 0.21
H -0.82869 -4.58889 1.30039 -0.62 0.13 -0.68 0.29
H -1.55081 -2.42314 0.67032 -0.20 -0.26 0.01 0.12
H 0.19981 -2.44209 0.37894 0.06 -0.74 -0.41 0.31
C -3.60702 -1.28010 -3.06715 -0.67 -0.65 0.48 -1.33
C -2.11743 -1.10905 -2.86749 -0.26 -0.82 0.75 0.37
O -1.66233 -0.18114 -3.85418 -0.40 0.60 -1.29 -0.28
C -0.62698 0.59199 -3.67973 0.17 -0.49 1.77 0.32
O 0.03035 0.62284 -2.67085 0.16 0.49 -1.07 -0.67
C -0.27634 1.40611 -4.93788 0.03 -0.46 -0.48 0.82
F 0.67483 0.70862 -5.59222 0.33 0.53 0.29 -0.25
F -1.30723 1.44685 -5.79965 0.07 0.76 0.39 -0.25
F 0.16859 2.64729 -4.64646 -0.49 -1.12 -0.42 -0.22
H -3.87210 -1.70528 -4.03550 0.17 0.41 -0.23 0.33
H -4.21455 -0.40920 -2.81995 0.41 0.41 -0.43 0.30
H -4.03165 -1.99814 -2.36191 0.55 -0.24 0.23 0.42
H -1.56494 -2.03678 -3.02215 -0.11 -0.07 -0.22 0.27
H -1.87581 -0.83932 -1.83929 0.01 0.61 -0.18 -0.09
Cl -2.25506 2.07401 -0.99134 0.00 0.13 -0.35 -0.14
C -3.04903 2.05973 0.60872 -0.24 -0.03 0.18 -0.59
C -3.14149 0.63184 1.13847 0.61 0.87 0.47 0.38
Cl -4.59934 -0.10284 0.44285 -0.19 -0.55 -0.19 -0.24
H -4.04888 2.45632 0.43995 0.04 0.00 0.07 0.48
H -2.49370 2.75953 1.23029 0.22 -0.42 0.14 0.22
H -3.23557 0.62155 2.22360 -0.17 0.11 -0.05 0.35
H -2.23845 0.05115 0.93848 -0.17 -0.18 -0.13 -0.49
```
Positions in Å, forces in eV/Å.

Properties
multiplicity	1
total charge	-2
orbital gap	4.23	eV


C10H21Cl2PW as an isolated structure in a non-equilibrium geometry. Source: the Open Molecules 2025 dataset; level of theory: the ωB97M-V functional and the def2-TZVPD basis.

```
35
Properties=species:S:1:pos:R:3:forces:R:3:lowdin_spin:R:1
W -0.27967 -1.53799 1.03050 -0.61 3.21 -3.37 1.48
Cl 0.58370 -3.43115 -0.01198 0.18 -0.47 0.18 0.10
Cl -2.00400 -2.55384 2.15493 -0.54 -0.38 0.52 0.08
C -1.45029 -0.22644 -1.03977 -5.41 -1.47 0.63 0.11
H -2.07766 0.29967 -1.78492 -0.73 1.44 1.19 0.01
H -2.24685 -0.99164 -0.93059 2.14 -1.62 -0.40 0.01
C 1.06293 -0.18788 -0.06402 -1.12 0.44 -0.94 0.03
C -0.19164 0.21353 -1.39525 5.76 -0.20 0.49 0.01
H 1.26529 0.83634 0.31720 -0.36 -0.79 -0.25 0.00
C 0.37689 -0.10131 -2.79508 0.77 -0.37 -0.50 0.01
H -0.29600 1.31391 -1.34554 0.63 -0.41 0.22 0.00
C 1.38058 -1.27607 -2.84058 -0.69 -0.76 -0.18 0.00
H -0.41892 -0.31514 -3.54810 0.27 0.26 0.70 0.00
H 0.93241 0.78169 -3.15539 -0.27 -0.11 0.12 0.00
C 2.63273 -1.08544 -2.00865 0.38 -0.23 0.13 0.00
H 0.86542 -2.22085 -2.55780 0.23 0.56 -0.01 0.00
H 1.68901 -1.42476 -3.88733 -0.13 0.10 0.19 0.00
C 2.40884 -0.75593 -0.49249 1.58 0.09 -1.05 0.02
H 3.27195 -1.99223 -2.09668 -0.51 0.40 0.15 0.00
H 3.25199 -0.30442 -2.47776 -0.31 0.08 0.15 0.00
H 2.75676 -1.62616 0.07638 -0.62 0.02 0.01 0.00
H 3.21254 -0.02551 -0.29144 -0.41 0.03 0.22 0.00
C -2.86949 0.95145 1.91267 -0.08 0.21 0.29 0.01
P -1.08453 0.67396 1.75649 -0.03 -0.74 0.25 0.05
C -0.49597 2.34695 1.28518 0.21 -0.04 0.01 0.00
C -0.45700 0.40683 3.43755 -0.23 1.24 0.79 0.05
H -3.28881 1.14930 0.91674 0.15 -0.07 0.28 0.00
H -3.02710 1.82380 2.56452 -0.16 -0.25 -0.16 0.00
H -3.34945 0.06508 2.34420 0.11 0.21 -0.12 0.00
H -0.80147 3.03955 2.08308 0.03 -0.17 -0.22 0.00
H 0.59938 2.38567 1.19029 -0.46 0.02 0.09 0.00
H -0.94784 2.67257 0.33667 0.11 -0.20 0.31 0.00
H -0.51600 1.36970 3.96677 0.18 -0.34 0.38 0.01
H -1.07421 -0.34310 3.94583 0.16 0.17 -0.13 0.00
H 0.58651 0.06985 3.40437 -0.22 0.13 0.03 0.01
```
Positions in Å, forces in eV/Å.

Properties
<S²>	2.0312
multiplicity	3
ΔE to the lowest compared entry with this formula, charge and spin	0.000	eV
total charge	0
orbital gap (alpha / beta)	5.75 / 5.81	eV


C10H21ClGdNO2P2 as an isolated structure in a non-equilibrium geometry. Source: the Open Molecules 2025 dataset; level of theory: the ωB97M-V functional and the def2-TZVPD basis.

```
38
Properties=species:S:1:pos:R:3:forces:R:3:lowdin_spin:R:1
C 0.36607 -0.06503 -4.64612 -1.22 -0.12 -0.22 0.00
C 0.55339 -0.07126 -3.19893 4.80 0.71 2.05 0.00
H 1.39758 -0.03067 -5.06611 -0.45 -0.02 0.27 0.00
H -0.24897 0.82901 -4.94270 0.47 -0.67 0.31 0.00
H -0.19224 -0.98528 -4.96524 0.41 0.66 0.27 0.00
O 1.35778 -0.01143 -2.31669 -4.21 -0.41 -4.25 0.00
Cl -2.21262 0.08026 -1.99281 -0.89 0.07 -2.18 0.00
Gd -0.32593 -0.10434 -0.54362 0.39 0.30 2.87 6.80
P -0.17625 2.55202 0.53791 -0.04 0.55 -1.70 0.09
C 1.08717 3.47372 1.39644 0.65 -0.24 0.46 0.01
C -0.21085 3.40397 -1.08801 0.29 0.06 0.28 0.01
H -0.50438 4.41703 -0.77824 0.09 -0.04 -0.80 0.00
H -1.68955 4.24740 1.26187 0.10 0.16 -0.02 0.00
H -0.93680 2.95952 -1.78305 0.08 0.30 0.21 0.00
H -2.56380 2.77078 0.81112 -0.01 -0.02 0.03 0.00
H 2.08469 3.15353 1.09111 0.01 0.11 0.10 0.00
H 0.79992 3.40582 -1.53270 -0.42 0.16 0.11 0.00
C -1.66913 3.16195 1.29529 -0.56 -0.53 0.28 0.02
H 0.98156 4.54865 1.21440 -0.11 -0.18 -0.01 0.00
H -1.65198 2.81893 2.32431 -0.23 0.01 0.24 0.00
H 0.95296 3.27129 2.46021 0.22 0.09 0.06 0.00
P 0.06954 -2.51569 0.80184 -0.52 -2.37 0.04 0.05
C 1.37255 -3.19006 1.85495 0.79 0.47 0.30 0.01
C -1.38770 -3.15465 1.70910 -0.50 0.64 0.03 0.01
H -0.67265 -3.52401 -1.30187 0.04 -0.24 0.03 0.00
H -0.02454 -4.71323 -0.10213 0.05 0.16 -0.51 0.00
H 1.10117 -3.68190 -1.06589 -0.20 -0.20 0.00 0.00
C 0.12032 -3.73181 -0.57659 0.21 0.26 0.12 0.01
H -2.31860 -2.94546 1.15537 0.29 -0.11 0.27 0.00
H -1.29826 -4.24246 1.87284 0.13 0.47 -0.15 0.00
H 1.37278 -4.29068 1.87595 -0.25 0.38 -0.17 0.00
H 1.22852 -2.82274 2.87435 0.09 0.01 -0.07 0.00
H -1.43001 -2.62744 2.67321 -0.12 -0.21 -0.27 0.00
H 2.34838 -2.85084 1.49828 0.04 -0.12 0.15 0.00
C 1.64374 0.13168 0.95908 4.16 0.32 2.97 -0.02
O 2.53170 0.22080 1.69113 -3.02 -0.25 -2.33 0.00
N -0.98829 0.04087 2.85711 0.21 0.20 -2.09 0.02
C -0.86728 0.07181 1.68487 -0.75 -0.37 3.31 -0.02
```
Positions in Å, forces in eV/Å.

Properties
<S²>	16.0604
multiplicity	8
ΔE to the lowest compared entry with this formula, charge and spin	1.046	eV
total charge	+2
orbital gap (alpha / beta)	4.74 / 4.37	eV


C10H21ClNO2P2SeW as an isolated structure in a non-equilibrium geometry. Source: the Open Molecules 2025 dataset; level of theory: the ωB97M-V functional and the def2-TZVPD basis.

```
39
Properties=species:S:1:pos:R:3:forces:R:3:lowdin_spin:R:1
C 0.04907 -2.36429 -2.33445 0.08 -0.24 -0.61 0.01
C -0.13156 -2.78725 -0.91295 1.13 -4.09 0.86 0.09
H 0.74055 -3.06729 -2.81492 0.04 0.33 -0.07 0.00
H 0.51782 -1.32388 -2.52703 -0.24 -0.99 -0.37 0.00
H -0.91896 -2.40122 -2.85145 0.21 0.18 -0.02 0.00
O 0.22532 -3.84556 -0.39979 -1.00 3.37 -1.52 0.13
Cl 1.18016 1.95394 -1.82130 -0.32 -1.62 -0.07 0.17
W 0.34137 -0.02388 -0.99875 -0.39 3.96 4.40 0.65
P 2.33511 -1.06193 -0.05976 2.55 -0.82 1.02 0.09
C 2.08660 -1.81451 1.58376 -0.40 0.01 -0.26 0.00
C 3.17540 -2.33031 -1.05155 -0.34 0.01 -0.29 0.00
H 4.20700 -2.43132 -0.68501 -0.29 -0.05 -0.10 0.00
H 4.50129 -0.18931 0.54824 -0.23 0.05 -0.06 0.01
H 3.18912 -2.02295 -2.10456 0.24 -0.10 0.15 0.00
H 3.72982 0.78963 -0.74571 0.12 -0.10 0.20 0.00
H 1.38979 -2.65821 1.48501 0.28 0.09 0.24 0.00
H 2.63919 -3.28414 -0.96570 0.31 0.12 0.02 0.00
C 3.56053 0.25553 0.19586 -0.10 0.29 -0.12 0.04
H 3.05784 -2.17380 1.95431 -0.26 0.08 -0.12 0.00
H 3.18890 0.96882 0.94142 0.12 -0.12 -0.13 0.00
H 1.66900 -1.07667 2.27962 0.19 -0.22 -0.11 0.00
P -2.02945 0.55629 -1.42847 -2.43 1.02 -0.83 0.09
C -3.00406 0.86430 0.08149 0.48 -0.29 0.29 0.01
C -2.13502 2.10723 -2.38141 0.33 0.09 -0.10 0.04
H -2.54187 -0.82241 -3.34931 -0.27 0.07 0.10 0.00
H -4.02517 -0.21917 -2.53625 0.29 -0.16 0.04 0.00
H -3.09476 -1.58409 -1.82513 -0.19 0.16 -0.15 0.00
C -3.02001 -0.63804 -2.37815 0.38 -0.23 0.03 0.00
H -1.51913 2.02672 -3.28523 -0.22 0.09 0.11 0.00
H -3.17988 2.29929 -2.66268 0.21 -0.13 0.13 0.01
H -4.04892 1.06325 -0.19553 0.30 -0.04 0.01 0.00
H -2.58596 1.72077 0.62638 -0.18 -0.13 -0.21 0.00
H -1.75752 2.93889 -1.77372 -0.10 -0.16 -0.14 0.00
H -2.94794 -0.02452 0.72489 -0.27 0.33 -0.11 0.00
C -0.79861 -1.72854 -0.05964 -3.04 0.18 4.22 0.21
O -1.56965 -1.83812 0.87417 2.82 0.26 -3.46 0.38
Se -0.17429 1.62543 3.57886 0.27 -0.69 -2.32 0.06
C 0.01057 1.08934 1.94280 -0.41 0.96 3.22 0.00
N 0.13851 0.69537 0.80192 0.36 -1.47 -3.88 0.01
```
Positions in Å, forces in eV/Å.

Properties
<S²>	2.0241
multiplicity	3
ΔE to the lowest compared entry with this formula, charge and spin	1.469	eV
total charge	+3
orbital gap (alpha / beta)	4.65 / 5.95	eV


C10H21ClNO6Y as an isolated structure in a non-equilibrium geometry. Source: the Open Molecules 2025 dataset; level of theory: the ωB97M-V functional and the def2-TZVPD basis.

```
40
Properties=species:S:1:pos:R:3:forces:R:3:mulliken_charge:R:1
Y -0.12959 -0.68150 0.63614 -1.24 3.92 -1.03 1.58
C 2.30605 1.39273 0.13674 0.05 0.40 0.58 -0.75
C 1.21234 2.38131 0.56272 0.46 -0.26 -0.24 -0.49
O 0.18217 1.61257 1.21972 0.26 0.45 -0.01 -0.27
C -1.08761 2.27092 1.28883 -0.55 -0.12 -0.07 -0.57
C -1.85858 2.10292 -0.03020 0.19 0.36 0.38 -0.67
O -1.67999 0.74767 -0.47145 -0.12 0.19 -0.29 0.02
C -1.89387 0.57530 -1.88325 0.09 -0.41 -0.50 -0.54
C -1.48459 -0.86200 -2.23913 -0.64 0.26 0.09 -0.76
O -0.24604 -1.22125 -1.62231 -0.10 0.40 -0.45 -0.14
C 0.95937 -1.00282 -2.36533 0.81 0.08 0.06 -0.73
C 1.64270 0.29433 -1.91823 -0.26 -0.42 -0.47 -0.42
O 1.72101 0.23488 -0.47951 0.13 0.24 -0.38 -0.28
H 2.85882 1.02694 1.00823 -0.10 0.08 -0.15 0.32
H 3.01383 1.87756 -0.54017 -0.06 -0.08 0.05 0.49
H 0.80571 2.89697 -0.31349 -0.12 -0.07 0.11 0.36
H 1.61342 3.12818 1.25716 -0.04 -0.13 -0.12 0.40
H -0.96987 3.33181 1.52762 -0.02 -0.13 0.03 0.45
H -1.62157 1.78614 2.11448 0.06 0.17 -0.12 0.28
H -1.47982 2.79203 -0.79469 -0.04 -0.19 0.03 0.44
H -2.92110 2.31812 0.12869 0.14 -0.02 -0.05 0.39
H -1.28595 1.30760 -2.43407 -0.14 -0.09 0.17 0.41
H -2.95092 0.73077 -2.13047 0.18 0.00 0.02 0.45
H -1.42712 -0.98473 -3.32590 -0.05 -0.01 0.20 0.46
H -2.22197 -1.57238 -1.84215 0.13 0.14 -0.17 0.31
H 0.76367 -0.98925 -3.44200 -0.01 -0.01 0.17 0.46
H 1.60909 -1.85548 -2.13023 -0.15 0.15 -0.12 0.30
H 1.06074 1.16930 -2.23683 0.14 -0.03 0.16 0.28
H 2.65188 0.35591 -2.34523 -0.20 -0.02 0.11 0.48
N -2.04011 -1.15733 1.99225 -0.88 -0.29 0.58 -0.79
H -2.10698 -2.18403 2.02324 0.04 0.35 0.02 0.28
H -2.97116 -0.84406 1.69503 0.30 -0.04 0.13 0.28
H -1.95241 -0.86936 2.97242 -0.11 -0.10 -0.19 0.30
Cl 1.44062 -1.01161 2.70247 0.59 0.66 0.98 -0.11
C 1.69135 -2.76490 2.57064 -0.03 -1.27 -0.55 -0.25
C 1.13122 -3.28106 1.21318 1.29 -1.41 0.85 0.46
O 1.58340 -4.27261 0.72233 -0.03 0.27 0.15 -0.52
O 0.16723 -2.55532 0.73797 0.04 -3.29 0.03 -0.62
H 1.15939 -3.24180 3.39560 0.09 0.11 -0.04 0.35
H 2.75525 -2.98247 2.63917 -0.08 0.15 0.04 0.36
```
Positions in Å, forces in eV/Å.

Properties
multiplicity	1
ΔE to the lowest compared entry with this formula, charge and spin	0.686	eV
total charge	+2
orbital gap	10.49	eV


A 3-piece molecular cluster, C10H21FNO3 overall in a non-equilibrium geometry. Source: the Open Molecules 2025 dataset; level of theory: the ωB97M-V functional and the def2-TZVPD basis.

```
36
Properties=species:S:1:pos:R:3:forces:R:3:mulliken_charge:R:1
C 1.12300 1.27524 -0.79209 -0.74 -0.90 -2.17 -0.56
C 0.84523 0.55375 -2.01006 1.31 -0.28 3.18 -0.22
N 1.27607 -0.84350 -2.05110 0.39 2.58 -0.88 -0.33
C 2.22371 -1.11067 -3.16411 0.30 -0.57 1.20 -0.46
C 3.11213 0.14261 -3.61340 -0.98 2.03 -4.18 0.56
O 2.83919 0.80341 -4.64928 1.41 -2.45 4.45 -0.55
F 4.29490 0.57281 -2.90771 -2.22 -1.19 -0.72 -0.28
H 1.74406 0.74442 0.01431 -1.02 0.79 -1.37 0.18
H 0.71357 2.31242 -0.55651 0.74 -1.94 -0.71 0.14
H 0.26541 1.08249 -2.86142 0.96 -0.78 1.10 0.25
H 1.67731 -1.54620 -4.08181 1.21 0.96 0.65 0.21
H 2.96823 -1.90595 -2.76788 -1.06 1.09 -0.80 0.20
C -2.68600 3.84437 1.06630 -0.24 -0.09 -0.21 -1.33
C -1.56195 2.95382 1.57280 0.14 0.65 0.10 0.46
C -1.27398 3.20910 3.04420 0.07 -0.23 0.23 -1.33
O -0.38426 3.19753 0.81030 -0.34 0.25 0.39 -0.52
H -2.41855 4.90225 1.15988 0.02 -0.05 0.14 0.34
H -2.87420 3.65829 0.00556 0.02 -0.07 0.11 0.33
H -3.61102 3.66793 1.62212 0.02 0.05 -0.03 0.38
H -1.83100 1.90407 1.42767 0.22 0.07 -0.14 0.26
H -0.95766 4.24499 3.20624 -0.13 0.02 -0.07 0.33
H -0.45706 2.57091 3.39145 -0.11 -0.01 -0.07 0.33
H -2.15665 3.01364 3.65934 0.05 0.04 0.01 0.38
H -0.13652 4.12469 0.93116 -0.08 -0.14 0.02 0.29
C -1.05622 -3.37483 -0.35613 -0.25 0.03 -0.17 -1.06
C -0.05550 -4.13569 0.49621 0.18 0.74 -0.12 0.34
C -0.04070 -3.61746 1.92626 0.04 -0.15 0.29 -1.22
O 1.24440 -4.00263 -0.07127 0.08 -0.35 0.22 -0.57
H -0.79673 -2.31245 -0.40369 0.07 -0.07 0.00 0.21
H -1.04775 -3.74854 -1.38336 0.02 0.02 0.11 0.29
H -2.07100 -3.46991 0.04219 0.01 -0.02 0.01 0.37
H -0.30372 -5.20158 0.49436 0.20 0.00 -0.05 0.27
H 0.25035 -2.56271 1.95558 -0.12 -0.03 -0.13 0.29
H 0.69246 -4.16500 2.52566 -0.08 -0.03 -0.05 0.31
H -1.02362 -3.72154 2.39457 0.03 0.04 0.01 0.36
H 1.47410 -3.06007 -0.07632 -0.15 0.00 -0.35 0.35
```
Positions in Å, forces in eV/Å.

Properties
multiplicity	1
ΔE to the lowest compared entry with this formula, charge and spin	4.662	eV
total charge	-1
orbital gap	5.22	eV